Below is C4H16N8O4Rb as an isolated structure, with properties calculated with ωB97M-V/def2-TZVPD.

Its calculated total energy is -25169.7987 eV. Its strongest force on any atom is 7.12 eV Å⁻¹. Its LUMO energy is -0.1311 hartree.

Geometry as ORCA input:
```
! wB97M-V def2-TZVPD RIJCOSX def2/J DEFGRID3
* xyz 1 1
Rb -2.05467 0.04062 -1.01532
C 0.64471 -3.81073 -4.07206
O -0.43552 -3.29053 -4.06571
N 0.96614 -4.79896 -4.88050
N 1.67838 -3.39750 -3.43894
H 0.13968 -5.12120 -5.36343
H 1.89369 -5.17987 -4.75940
H 1.63866 -2.49063 -2.99610
H 2.51617 -3.95318 -3.34183
C -6.09688 2.62792 3.24388
O -6.54087 1.74462 3.97956
N -6.41661 3.83697 3.35454
N -5.01804 2.43558 2.58342
H -7.12025 4.14737 4.00925
H -6.06098 4.46347 2.64664
H -4.36344 3.20462 2.59654
H -4.65647 1.51477 2.78710
C 3.41112 2.01070 -2.58477
O 2.20132 1.84447 -2.74116
N 4.15481 2.86453 -3.21946
N 4.11439 1.47338 -1.58658
H 3.88444 3.59680 -3.86038
H 5.10262 2.80463 -2.87570
H 5.10009 1.58228 -1.39518
H 3.65374 0.86070 -0.92891
C 1.00069 -1.08073 2.92512
O 1.35742 -0.88202 1.77598
N 1.58552 -1.93503 3.73434
N 0.17625 -0.36099 3.57679
H 2.34610 -2.50540 3.39332
H 1.06027 -2.20039 4.55519
H 0.09514 -0.67565 4.53309
H 0.04245 0.62938 3.43060
*
```

Below is C5H10O2 as an isolated structure, with properties calculated with ωB97M-V/def2-TZVPD.

Its calculated total energy is -9437.8336 eV. Its strongest force on any atom is 0.36 eV Å⁻¹. Its LUMO energy is 0.0138 hartree.

Geometry as ORCA input:
```
! wB97M-V def2-TZVPD RIJCOSX def2/J DEFGRID3
* xyz 0 1
C -2.11097 -0.59701 -0.05091
C -0.74708 -0.02712 -0.40353
O -0.83931 1.36121 -0.41729
C 0.33219 -0.49108 0.60603
C 1.77827 -0.33274 0.30775
C 2.29690 0.68320 -0.51005
O 1.68866 1.60935 -1.08849
H -2.10600 -1.69253 -0.04653
H -2.43260 -0.23799 0.93479
H -2.84186 -0.25145 -0.78579
H -0.40286 -0.42751 -1.37072
H 0.04029 1.67715 -0.75689
H -0.18678 0.27526 1.59851
H 0.13130 -1.43316 1.12330
H 2.45289 -1.03888 0.77701
H 0.71278 0.38315 1.41430
H 3.39471 0.62908 -0.65039
*
```

Here are the calculated relative energy (zero: lowest compared OMol25 entry of this formula, charge and spin) numbers, same order: 500.92; 502.63 (kJ/mol).
Here are the calculated HOMO energy numbers, same order: -0.4262; -0.3030 (Ha).